Formula: C25H95N44O23
Source: the OMol25 dataset
Level of theory: wB97M-V/def2-TZVPD

Positions of all 187 atoms, in Å:
H 1.98585 1.71621 -5.12166
C 5.61023 -0.32246 -3.93922
N -0.92576 4.65315 -0.48221
N 6.72742 -0.04367 -3.49454
H -0.08316 -4.54719 -3.81761
N 4.59773 -1.85478 4.09405
C -0.47464 -0.66173 1.64250
H 1.13729 5.11814 4.32026
N -1.73483 -1.40386 -4.27955
H 0.81184 -2.65540 -1.32650
H 0.14225 1.91175 0.69760
N -2.22544 0.61236 6.27003
O -6.53759 -2.91317 -4.68253
H -0.68025 4.41346 0.46772
H -4.55823 -2.56558 3.26537
C -0.05107 3.58394 -4.49915
H -3.17979 1.15794 -3.41125
N 4.07466 -3.41626 -3.03208
H -3.47740 0.46171 -1.51654
N -1.74882 2.52464 3.16146
H 2.86814 -1.01107 4.72037
H -6.32848 -1.88511 3.23603
H 4.42545 -3.60533 -5.09806
N -2.04513 -4.31755 0.62275
H -4.13709 3.64811 1.75106
N 1.89621 0.75271 -5.41104
H -5.24017 4.51502 -1.42304
N -0.11949 3.08604 5.98982
H 7.53277 -0.52884 -3.86350
N -4.90311 -3.07024 -3.14374
H 5.48769 -2.11348 3.69260
N -6.03455 -0.91980 3.19279
C -2.24497 -4.83532 -0.59572
C -0.78942 -4.05909 4.29234
O 1.28907 -1.05254 -4.38329
N -2.41618 0.50103 -3.48522
H -1.76447 -5.59148 3.84890
N 0.37490 -3.83217 -4.36444
H -0.71151 -1.59964 4.82448
N -3.40624 -0.29133 -0.84724
H 1.84306 -3.72374 -2.16732
O 3.54563 -3.56998 3.07186
H 0.54955 1.52528 -1.01033
H 2.02579 3.35511 0.93878
H -2.64900 -4.51378 1.40820
O 2.64137 -4.88510 -0.06861
H 1.10657 4.11089 -5.89892
O 5.36848 -1.45708 -4.41531
H 4.00707 4.99682 -2.40811
O -3.63054 -0.32670 -5.01840
C 1.53346 0.10167 -4.36354
H -3.00325 -1.74174 3.32768
C 3.75452 3.38927 -1.43910
H 1.63937 0.32676 -6.29007
H 2.61065 4.01168 -2.88687
H -6.43323 -2.58344 -1.53072
O 3.13060 2.33496 -1.20210
H -0.76849 2.66788 2.96514
H 0.40858 -2.91980 -3.93253
N -1.85782 -3.96115 -1.57974
H -1.62840 -3.52347 6.06498
H 4.47082 -2.65883 -3.57010
H -4.27688 -3.59285 -3.73940
O 3.38390 -5.54064 -2.92362
H 1.59587 1.71065 -3.24282
N -1.61173 -4.23023 5.34365
C -4.34943 -1.00875 -0.38316
N -3.66304 -1.98370 0.24058
N -3.50521 3.05211 2.26644
H 4.91431 2.01701 3.75679
H 3.84467 -2.76600 1.13890
H -4.65190 1.73414 -0.03507
O -2.95252 -5.77432 -0.94628
N 1.17702 -3.42045 0.84928
N 4.67387 0.40238 -3.50506
C -1.90435 -0.63430 5.99643
N -4.01167 -1.71632 3.27744
C 0.04493 -0.25652 0.21021
O 0.25892 -5.13158 -6.18620
O -2.31107 -1.55401 6.73177
H -2.40193 -4.85622 5.28190
N 4.01432 1.60248 3.56113
N 1.20366 -3.11302 -6.16564
N 1.15413 5.04599 3.31298
O -3.08981 2.40182 -1.55337
N -4.94961 2.61782 -0.42311
H 0.28653 -0.54123 2.41335
H 1.14587 4.41420 8.43331
H 2.60029 -1.33656 -0.19637
H -2.01449 3.56694 -5.03612
H -0.80834 -1.69829 1.69017
H 3.38289 -0.42511 -1.37830
H -2.68316 -1.80164 0.40429
H -3.55413 4.60028 -2.14863
N -1.04257 -0.66104 4.99630
C 1.39675 3.95532 2.68925
C 0.60384 -4.09633 -5.61246
N 0.15865 3.80667 -5.72865
N 2.60940 -1.88429 4.28375
H 6.83711 0.82619 -2.99313
N 4.66532 3.88836 -0.59066
H 5.03662 3.10421 -0.07360
H 1.36214 0.17403 -2.45312
H 2.28913 0.84315 2.49733
H -1.23773 0.05912 1.93603
O -1.85406 6.11568 -1.90939
H -4.24321 -2.68114 0.68452
H -2.79886 0.75006 7.08999
C -4.03428 3.01014 -1.24202
N -4.37469 4.13877 -1.78287
H -2.47936 -0.69160 -0.87524
C 0.74067 3.14956 6.97130
C -4.74435 -0.65043 3.20003
H 3.11876 2.02316 3.76386
H 1.48307 -2.54815 -5.37637
C 4.14288 1.49824 2.31083
H -3.80417 2.08770 2.29155
H 0.04460 4.99855 7.23088
N 3.05428 0.92318 1.84294
N 4.13757 -4.52153 -4.78533
H -1.00212 3.98068 -1.23191
O 1.12678 2.82659 3.04052
C -2.67058 -0.39441 -4.36194
C 1.75925 -4.04509 -0.13488
H -0.55245 3.73913 -6.44271
O 5.68113 -0.78073 -0.51772
H -0.06470 2.16604 5.57666
O 1.46607 2.28389 7.32148
N -1.61676 6.55949 0.22089
N 0.80781 4.38653 7.48197
N 1.39375 -3.48036 -1.29613
H -1.94615 1.40822 5.71442
H -6.82230 -0.29067 3.25404
H -1.40328 6.10199 1.09566
H -1.87171 -3.03363 -1.18020
N 3.54359 4.10541 -2.51145
N 1.95991 4.15691 1.54941
H -0.38559 0.07464 4.77890
O 0.04638 -3.16643 4.33177
H 5.21099 4.68266 -0.89302
H 1.50243 -3.23071 -7.12323
H -1.07143 -1.47240 -3.52106
H 5.43583 -2.39132 1.36480
H -7.89454 -2.89888 -2.50119
H -4.70961 -2.90921 -2.16562
C -0.06959 1.26312 -0.15240
H -1.24720 -3.71135 0.74892
H -2.22117 1.64390 3.30740
C -6.15645 -2.97426 -3.51806
N 4.65093 -2.31188 0.73416
C 4.69005 -1.35297 -0.21971
H 4.13491 -5.33352 -5.38597
H 4.43982 -1.04422 4.67556
N 1.43267 0.71571 -3.30265
O 5.22765 1.77406 1.73340
H -1.04759 1.52126 -0.55858
H 3.83190 -3.30527 -2.05799
H -0.53008 3.90264 5.56007
O 0.87421 3.60064 -3.71615
H 0.65503 -2.57701 0.65893
O -2.00142 4.64001 2.69891
H -2.09418 -4.16267 -2.54079
H 1.13107 -0.34815 0.20983
C -2.36549 3.50534 2.67842
H 4.88052 1.19389 -2.91269
H 3.75911 0.14743 -3.84903
C 3.56365 -2.51808 3.71148
N 3.44043 -1.20724 -0.74184
H 1.71695 -2.34884 4.37220
H -1.51299 3.79079 -3.31087
O -5.53191 -0.79405 -0.59736
H -2.13222 7.41745 0.35617
N -6.89188 -2.84842 -2.39068
N -1.33667 3.71759 -4.30266
O -4.23594 0.41497 3.24276
O -0.38511 -1.17842 -0.73554
H -1.69078 0.47256 -2.78301
C -1.47313 5.81482 -0.80561
H 1.48274 5.88366 2.85426
H -0.54701 -5.24053 2.60932
H 2.13937 5.03182 1.07779
C 3.86344 -4.59985 -3.49711
H -2.04490 -2.21187 -4.80019
H 3.01465 0.81022 0.84005
N -0.98221 -5.05518 3.50170
H -5.82710 3.08805 -0.25283
H 1.65534 -3.52147 1.73308

Force components x, y, z for each atom (eV/Å):
0.055 0.456 -1.848
-3.119 -6.768 -1.272
1.094 -2.175 -0.904
8.350 2.537 1.572
0.246 0.059 -0.070
6.453 1.185 -0.110
0.376 1.559 -0.436
-0.240 -0.391 -0.205
-0.883 -1.006 -1.651
-0.302 0.152 0.240
0.168 0.034 0.091
-1.643 2.606 1.443
-0.461 -0.804 0.624
-0.218 -0.322 -0.374
1.029 -0.305 0.096
-1.087 1.613 0.846
0.596 0.291 0.361
-0.035 3.232 4.298
-0.666 -0.181 0.357
5.523 -4.250 3.404
-1.328 -0.419 0.065
0.048 0.299 -0.088
0.106 -0.633 -0.672
0.623 -0.148 2.071
0.154 0.115 0.313
1.391 2.536 -2.737
0.764 1.048 -0.616
-1.769 -1.519 -2.043
-0.143 0.080 0.437
3.588 -0.428 0.013
0.064 0.551 0.376
-3.756 -0.955 -0.124
-2.630 0.181 -3.779
0.558 1.043 3.111
-0.860 -5.929 -0.365
0.513 4.901 3.174
0.590 -0.690 -1.203
-1.958 -0.753 5.287
0.660 -0.169 -0.470
3.630 4.629 -2.943
-0.003 -0.472 0.360
-0.348 0.310 -0.168
0.617 -0.130 0.347
0.178 -0.141 -0.109
0.394 -0.375 -0.401
-0.328 -0.444 1.006
-0.254 -0.347 -0.875
0.259 0.522 -1.958
-0.680 0.253 -0.942
-3.959 -0.448 -4.012
-0.541 -2.899 -2.522
-0.294 0.349 -0.037
-1.266 -2.527 1.447
0.194 0.768 -0.062
-0.180 0.383 -0.524
-0.646 0.116 -0.064
0.534 0.634 -0.045
0.726 -1.212 0.923
0.318 -0.093 -0.377
1.006 0.416 0.885
-0.250 0.209 0.019
0.060 0.109 0.377
0.131 0.507 0.261
-0.379 -1.729 0.860
-0.134 -0.048 0.497
-1.363 0.731 2.032
-0.198 -0.432 -0.361
-2.520 -2.765 1.643
-5.552 0.823 -2.760
-0.301 0.802 1.824
-0.194 0.008 -0.591
-1.239 -0.298 0.522
0.422 -0.884 1.672
-1.692 1.013 4.536
-4.853 3.708 0.707
-0.213 0.094 2.430
1.169 -4.299 0.149
0.611 -0.707 -0.283
-0.111 -0.468 0.043
0.389 -0.163 -1.463
0.152 0.382 0.339
1.051 1.556 6.522
1.728 2.482 -2.110
-0.758 4.738 3.337
5.499 -2.766 -1.168
-1.752 -3.000 3.437
0.352 -0.113 0.037
-0.023 0.314 -0.184
0.384 -0.405 0.063
-0.034 0.058 0.748
-0.181 0.128 -0.108
-0.089 -0.016 -0.106
-0.263 -0.691 0.479
-0.658 1.258 -0.280
1.242 -2.201 -2.021
0.071 -1.755 -0.458
-1.709 -3.735 -2.179
3.209 0.146 -6.583
-6.256 1.306 1.202
0.566 -0.365 -0.076
0.461 -0.317 0.675
0.769 0.301 0.980
-0.294 0.115 -0.013
-0.194 -0.283 -0.930
-0.600 -0.337 0.005
-0.623 0.058 -2.636
0.876 -0.119 0.262
0.126 0.203 -0.286
-2.972 1.951 -0.319
-0.085 3.132 -1.885
0.632 0.303 -0.054
0.402 1.938 0.279
-0.073 -0.357 0.672
0.207 0.413 1.144
1.291 1.630 -1.609
2.270 -1.582 -5.973
0.360 -0.041 0.175
0.156 0.106 0.585
-0.727 -0.461 -2.833
0.864 -1.109 -4.003
0.445 -0.487 0.662
-0.575 -2.143 1.623
3.610 -3.335 1.821
2.487 -0.542 -3.796
0.548 0.289 0.087
2.412 1.859 -1.503
-0.398 0.655 -0.837
1.634 -2.952 1.035
-0.133 3.357 5.552
0.135 2.318 1.340
-0.441 0.086 -2.321
-0.321 -0.279 0.158
0.839 0.409 -0.147
-0.305 0.248 0.316
0.544 0.491 -1.196
-0.136 1.595 -1.708
1.949 -0.293 -5.014
-0.430 -0.046 0.195
0.559 0.505 -1.170
0.330 -0.497 0.352
0.355 0.482 0.548
-0.206 0.004 -0.141
0.095 0.093 -0.547
0.298 0.493 0.359
0.598 -0.617 -0.431
-1.097 -0.619 -0.427
-0.009 -0.053 0.107
0.535 -0.208 -0.460
-1.223 1.011 -0.968
0.985 -0.812 1.632
-2.506 -2.178 2.258
-0.099 0.390 0.151
1.312 -0.269 -0.488
-0.125 4.991 7.663
-1.613 -0.135 -0.066
-0.566 -0.115 0.492
0.294 0.418 -0.061
-0.074 -0.656 -0.293
1.217 -0.605 2.396
0.112 0.021 -0.132
1.635 4.061 -0.842
-0.053 0.097 0.428
0.676 -0.117 0.686
-3.460 0.524 -0.536
-0.814 -0.109 -0.148
0.045 0.490 0.529
0.375 -2.821 -0.845
-0.623 1.573 -1.592
-0.307 0.440 0.118
-1.359 -0.350 -0.293
-1.429 -0.937 0.932
0.094 -0.298 -0.970
-2.408 -0.196 0.142
-2.188 -0.764 3.542
1.297 5.001 -0.347
-1.103 0.598 -0.072
-0.088 -0.028 -0.174
-0.538 -0.752 -1.358
-0.165 -0.010 0.368
0.049 0.160 0.105
-0.084 -0.058 0.486
-0.811 -0.993 -0.967
0.705 -0.215 0.216
-0.696 -0.127 0.030
-0.389 -2.524 -3.280
0.370 -0.603 0.087
-0.131 0.081 0.333

The calculation puts the HOMO-LUMO gap at 0.2573 hartree. For the HOMO energy, the calculation gives -5.8 eV. As for the charge: -1. The calculation puts the calculated total energy at -140136.6900 eV.